[1]
Molecular formula: CH3I2O2P
Method: DFT, the ωB97M-V functional and the def2-TZVPD basis

Last column: Löwdin charge in e.
Element x y z (Å)
C: -1.45338 -0.19202 0.33161  -0.21
O: -0.08557 0.81358 -1.84539  -0.33
O: -0.00326 2.13467 0.43909  -0.31
P: -0.41114 1.03540 -0.44533  0.41
I: 2.43862 -0.40637 0.07003  0.16
I: 4.66389 -1.87321 -0.10488  0.05
H: -2.41081 0.30033 0.58085  0.05
H: -1.58077 -1.10788 -0.35328  0.08
H: -1.15758 -0.70449 1.32731  0.09

Force components x, y, z for each atom (eV/Å):
-0.60 -2.72 0.77
-0.33 -0.14 -0.07
-0.31 -0.65 -0.34
0.48 0.63 0.77
0.62 -0.15 0.10
-0.26 0.08 0.03
0.25 -0.28 -0.42
-0.10 1.75 0.68
0.25 1.49 -1.52

Values from the calculation:
F_max: 2.89 eV Å⁻¹
Total energy: -30671.745 eV
Lowest unoccupied orbital energy: -2.089 eV
Total charge: 0

=====

[2]
Molecular formula: CH3I3OSi
Method: DFT, the ωB97M-V functional and the def2-TZVPD basis

Last column: Löwdin charge in e.
Element x y z (Å)
C: 0.08370 -0.37297 0.14011  -0.14
O: 1.28940 0.03876 -0.48041  -0.48
Si: 2.88032 0.01572 -0.01865  -0.84
I: 4.42601 0.05812 -1.97025  0.40
I: 3.24465 1.98560 1.36882  0.42
I: 3.15358 -2.00793 1.39631  0.40
H: -0.56602 -0.06388 -0.63976  0.07
H: -0.08863 0.29943 0.97116  0.09
H: -0.04165 -1.44420 0.23887  0.08

Force components x, y, z for each atom (eV/Å):
0.19 1.08 -0.96
2.69 -0.33 -0.18
-1.09 -0.36 -0.07
-0.72 -0.07 0.76
0.08 -0.12 -0.12
0.10 0.46 -0.42
-1.46 0.05 -0.36
-0.20 -0.59 0.69
0.41 -0.11 0.66

Values from the calculation:
F_max: 2.72 eV Å⁻¹
Total energy: -35316.436 eV
Lowest unoccupied orbital energy: -0.630 eV
Total charge: 0

=====

[3]
Molecular formula: CH3I3Si
Method: DFT, the ωB97M-V functional and the def2-TZVPD basis

Last column: Löwdin charge in e.
Element x y z (Å)
C: -0.97257 -0.07328 -0.11461  -2.04
Si: 1.20893 0.04442 0.05056  0.49
I: -1.56868 -1.87404 -1.18467  0.59
I: -1.64816 -0.09990 1.90750  0.62
I: -1.57360 1.79952 -1.09897  0.57
H: 1.76825 -0.11605 -1.37487  -0.05
H: 1.34039 1.31965 0.66195  -0.11
H: 1.44544 -1.00033 1.15311  -0.06

Force components x, y, z for each atom (eV/Å):
2.43 0.31 -0.26
-2.97 -1.76 -0.46
0.18 0.74 0.30
-0.08 -0.01 -0.12
0.12 -0.84 0.23
-0.23 0.04 1.17
0.36 1.06 0.21
0.19 0.46 -1.09

Values from the calculation:
F_max: 3.49 eV Å⁻¹
Total energy: -33263.524 eV
Lowest unoccupied orbital energy: -1.025 eV
Total charge: 0

=====

The lowest F_max belongs to which entry? CH3I3OSi